[1]
# C29H57N3O8S

A 11-piece molecular cluster, C29H57N3O8S overall at a distorted geometry (ωB97M-V with the def2-TZVPD basis set, OMol25).

Each line ends with the Löwdin charge.
Element x y z (Å)
C 2.482 -4.122 3.564  -0.058
C 1.136 -3.798 3.115  -0.243
N 0.091 -3.523 2.750  0.188
H 2.669 -5.190 3.541  0.087
H 2.648 -3.785 4.593  0.090
H 3.219 -3.573 2.975  0.074
C 3.612 0.778 1.846  -0.043
C 2.420 1.207 2.601  -0.243
N 1.490 1.546 3.206  0.167
H 3.534 -0.289 1.619  0.071
H 4.512 0.946 2.425  0.086
H 3.660 1.295 0.888  0.066
C -0.975 3.741 -3.971  -0.065
C 0.153 3.778 -4.878  -0.300
N 1.039 3.821 -5.589  0.122
H -1.612 2.909 -4.220  0.067
H -1.450 4.711 -4.033  0.087
H -0.547 3.590 -2.984  0.066
C -1.811 1.388 2.928  -0.302
S -2.757 0.524 4.134  0.851
O -3.888 -0.132 3.408  -0.554
C -1.595 -0.803 4.476  -0.252
H -1.214 0.777 2.254  0.016
H -1.123 2.082 3.413  0.042
H -2.494 1.987 2.343  0.035
H -2.132 -1.516 5.086  0.046
H -0.739 -0.367 4.991  0.056
H -1.295 -1.237 3.526  0.018
C -3.217 0.635 -0.149  -0.002
C -3.220 1.350 -1.427  -0.531
O -2.361 2.126 -1.654  0.080
C -4.429 1.291 -2.297  -0.008
H -3.839 -0.245 -0.052  0.094
H -3.731 1.331 0.546  0.114
H -2.201 0.593 0.212  0.045
H -5.089 2.150 -2.178  0.095
H -5.046 0.387 -2.265  0.084
H -4.110 1.272 -3.351  0.080
C 5.316 0.893 -1.707  -0.031
C 4.822 2.237 -2.207  -0.509
O 3.766 2.696 -1.872  0.065
C 5.727 2.976 -3.156  -0.024
H 4.474 0.291 -1.381  0.042
H 6.014 1.054 -0.887  0.091
H 5.819 0.376 -2.526  0.088
H 5.577 4.049 -3.113  0.081
H 5.485 2.650 -4.176  0.098
H 6.779 2.736 -2.986  0.079
C -0.283 -0.939 0.768  -0.062
C -0.009 -0.281 -0.553  -0.505
O -0.417 -0.736 -1.590  0.081
C 0.677 1.016 -0.468  -0.006
H -0.256 -2.033 0.713  0.056
H -1.321 -0.799 1.072  0.032
H 0.437 -0.592 1.502  0.067
H 0.457 1.743 -1.244  0.090
H 1.773 0.870 -0.541  0.089
H 0.548 1.481 0.515  0.044
C 4.397 -4.356 -1.228  -0.011
C 3.828 -2.997 -0.870  -0.496
O 4.317 -1.988 -1.277  0.076
C 2.530 -2.994 -0.090  -0.007
H 4.660 -4.855 -0.285  0.086
H 5.326 -4.191 -1.765  0.082
H 3.688 -4.947 -1.793  0.087
H 1.758 -3.099 -0.861  0.109
H 2.369 -1.994 0.317  0.063
H 2.538 -3.761 0.666  0.057
C -2.882 -2.559 -3.270  -0.024
C -3.055 -1.395 -4.155  -0.554
O -4.131 -1.017 -4.450  0.082
C -1.801 -0.710 -4.612  -0.014
H -2.202 -2.326 -2.437  0.066
H -2.526 -3.453 -3.785  0.092
H -3.824 -2.837 -2.785  0.090
H -1.032 -1.452 -4.820  0.086
H -1.474 0.001 -3.846  0.069
H -1.982 -0.095 -5.494  0.085
C -4.049 -3.471 3.276  -0.026
C -3.848 -3.637 1.812  -0.480
O -4.509 -4.405 1.141  0.063
C -2.759 -2.762 1.208  -0.041
H -4.319 -2.454 3.569  0.062
H -3.086 -3.649 3.778  0.082
H -4.792 -4.164 3.662  0.083
H -2.855 -1.749 1.604  0.048
H -2.963 -2.687 0.131  0.083
H -1.787 -3.232 1.334  0.041
C -1.037 3.866 0.954  -0.021
C -0.746 4.741 2.168  -0.520
O -1.618 5.159 2.847  0.091
C 0.687 5.193 2.399  -0.018
H -2.082 3.646 0.850  0.071
H -0.392 2.980 0.988  0.044
H -0.641 4.425 0.090  0.100
H 1.385 4.347 2.409  0.060
H 0.748 5.619 3.401  0.081
H 0.988 5.935 1.663  0.084

Values from the calculation:
energy relative to the best compared isomer or geometry (same formula, charge and spin) = 3.96 kcal per mole
orbital gap = 8.7 eV
E_HOMO = -9.0 eV
LUMO = -0.3 eV
calculated total energy = -62680.2475 eV


[2]
# C18H18CoN5O5

C18H18CoN5O5 as an isolated structure at a distorted geometry (ωB97M-V with the def2-TZVPD basis set, OMol25).

Each line ends with the Löwdin charge.
Element x y z (Å)
Co 0.184 -0.399 -0.448  0.653
O -2.293 -3.598 3.653  0.150
C -1.559 -2.681 4.239  -0.502
O -1.500 -2.529 5.431  0.121
C -0.773 -1.770 3.347  -0.029
C 0.042 -0.762 3.824  0.033
N 0.589 -0.153 2.760  0.061
N 0.194 -0.720 1.616  0.005
C -0.637 -1.700 1.950  -0.130
C -1.280 -2.451 0.815  -0.539
O -2.023 -3.392 1.053  0.093
O -0.933 -2.004 -0.329  -0.048
H -2.239 -3.573 2.662  0.064
H 0.240 -0.468 4.841  0.151
H 1.239 0.613 2.756  0.173
C -1.368 -1.010 -4.062  0.041
C -0.655 -0.035 -3.182  -0.454
O 0.283 -0.375 -2.436  -0.036
N -1.042 1.246 -3.241  0.114
C -0.449 2.251 -2.372  -0.086
C -1.203 2.356 -1.070  -0.237
C -1.958 3.483 -0.785  -0.002
C -2.719 3.524 0.372  -0.024
C -2.725 2.409 1.192  -0.022
C -1.940 1.326 0.843  -0.086
N -1.164 1.298 -0.246  0.078
H -0.765 -1.907 -4.165  0.102
H -1.585 -0.587 -5.041  0.095
H -2.310 -1.289 -3.585  0.110
H -1.861 1.486 -3.777  0.164
H -0.437 3.210 -2.883  0.134
H 0.577 1.940 -2.186  0.109
H -1.951 4.318 -1.473  0.122
H -3.303 4.400 0.619  0.123
H -3.324 2.367 2.091  0.121
H -1.939 0.443 1.467  0.108
C 5.051 -0.575 -0.414  -0.033
C 4.264 -1.640 -0.004  -0.027
C 2.890 -1.490 0.011  -0.099
N 2.288 -0.351 -0.349  -0.011
C 3.049 0.675 -0.741  -0.110
C 4.429 0.606 -0.789  -0.035
H 6.128 -0.664 -0.443  0.121
H 4.708 -2.577 0.300  0.119
H 2.244 -2.305 0.315  0.122
H 2.538 1.589 -1.016  0.107
H 4.995 1.466 -1.119  0.116

Values from the calculation:
energy relative to the best compared isomer or geometry (same formula, charge and spin) = 17.53 kcal per mole
orbital gap (spin up / spin down) = 9.0 / 9.4 eV
E_HOMO (spin up / spin down) = -12.4 / -12.4 eV
LUMO (spin up / spin down) = -3.4 / -3.0 eV
calculated total energy = -74269.7225 eV
2S+1 = 2
net charge = +1


[3]
# C32H40N4O2OsSi3

C32H40N4O2OsSi3 as an isolated structure at a distorted geometry (ωB97M-V with the def2-TZVPD basis set, OMol25).

Each line ends with the Löwdin charge.
Element x y z (Å)
Os -0.354 -0.253 -0.165  1.576
C 1.137 -2.725 3.151  0.005
C 0.714 -2.330 1.873  -0.093
N 0.462 -1.073 1.565  -0.057
C 0.559 -0.115 2.546  -0.168
C 1.047 -0.418 3.822  -0.134
C 1.325 -1.774 4.113  0.050
C 1.262 0.642 4.736  0.023
C 1.012 1.933 4.361  -0.017
C 0.453 2.226 3.102  0.008
C 0.164 1.210 2.219  -0.187
N -0.463 1.312 0.960  -0.050
C -1.456 2.232 0.627  -0.205
C -1.954 3.256 1.412  0.046
C -2.958 4.110 0.926  -0.015
C -3.499 3.922 -0.316  0.029
C -3.083 2.825 -1.113  -0.126
C -3.688 2.497 -2.343  0.060
C -3.306 1.358 -3.003  0.008
C -2.306 0.558 -2.450  -0.085
N -1.673 0.873 -1.327  -0.030
C -2.068 1.988 -0.636  -0.169
H 1.327 -3.771 3.342  0.130
H 0.600 -3.055 1.081  0.110
H 1.684 -2.044 5.098  0.141
H 1.653 0.418 5.720  0.134
H 1.227 2.746 5.039  0.127
H 0.296 3.259 2.830  0.121
H -1.601 3.405 2.419  0.109
H -3.311 4.914 1.556  0.128
H -4.276 4.578 -0.687  0.135
H -4.469 3.134 -2.740  0.141
H -3.769 1.058 -3.932  0.130
H -2.004 -0.361 -2.932  0.114
C 4.636 -0.740 -1.386  -0.174
Si 3.014 -1.058 -0.505  0.457
C 3.511 -0.724 1.285  -0.158
C 2.671 -2.905 -0.725  -0.158
C 1.491 0.000 -1.139  -0.560
Si 2.129 1.844 -1.229  0.425
C 3.331 2.042 -2.654  -0.151
C 0.828 3.160 -1.543  -0.151
C 3.022 2.349 0.334  -0.148
Si 1.159 -0.546 -2.946  0.479
C 2.553 -1.271 -3.949  -0.149
C 0.363 0.687 -4.116  -0.155
C -0.026 -1.992 -2.638  -0.314
C -0.245 -3.027 -3.535  -0.031
C -0.992 -4.135 -3.165  -0.008
C -1.497 -4.187 -1.877  -0.008
C -1.266 -3.125 -1.023  -0.108
N -0.561 -2.044 -1.392  -0.110
H 5.308 -1.520 -1.010  0.061
H 5.078 0.213 -1.094  0.035
H 4.640 -0.809 -2.469  0.020
H 3.615 -1.673 1.816  0.044
H 2.869 -0.074 1.870  0.012
H 4.498 -0.258 1.280  0.047
H 2.994 -3.445 0.169  0.044
H 3.280 -3.287 -1.547  0.042
H 1.642 -3.191 -0.936  0.007
H 2.877 1.918 -3.637  0.025
H 4.207 1.401 -2.601  0.019
H 3.683 3.077 -2.607  0.059
H 0.078 2.908 -2.291  0.019
H 1.382 4.020 -1.932  0.056
H 0.327 3.503 -0.638  0.027
H 4.002 1.880 0.423  0.034
H 2.469 2.146 1.250  0.014
H 3.186 3.430 0.277  0.057
H 3.307 -0.522 -4.191  0.043
H 2.118 -1.594 -4.900  0.053
H 3.042 -2.132 -3.497  0.035
H 1.137 1.232 -4.657  0.044
H -0.309 1.423 -3.686  0.004
H -0.194 0.117 -4.867  0.056
H 0.192 -2.970 -4.524  0.117
H -1.163 -4.946 -3.860  0.129
H -2.068 -5.034 -1.525  0.126
H -1.653 -3.139 -0.015  0.087
O -2.005 -0.878 0.770  -0.251
O -2.206 -1.904 1.491  -0.034

Values from the calculation:
energy relative to the best compared isomer or geometry (same formula, charge and spin) = 0.00 kcal per mole
orbital gap (spin up / spin down) = 5.2 / 5.2 eV
E_HOMO (spin up / spin down) = -13.7 / -13.7 eV
LUMO (spin up / spin down) = -8.5 / -8.4 eV
calculated total energy = -69974.8338 eV
net charge = +2